This record from the Open Molecules 2025 dataset describes 4 unconnected molecules or ions with the total composition C27H55N3O4. The level of theory is ωB97M-V/def2-TZVPD.

```
89
Properties=species:S:1:pos:R:3
O -16.8722 10.6274 4.7684
H -17.5283 11.3190 4.6002
C -15.9907 13.3182 6.5787
C -14.5977 12.7973 6.7986
C -14.6660 12.1217 8.2396
C -13.4135 11.3771 8.6929
C -12.6125 10.8673 7.5000
C -13.3596 10.6003 6.1539
N -14.3047 11.7097 5.7773
O -14.2315 12.1655 4.5552
C -14.2204 9.3460 6.3572
C -12.1697 10.3499 5.1177
C -13.5438 13.9603 6.7844
H -16.7468 12.5319 6.6199
H -16.1450 13.6781 5.5599
H -16.3483 14.0542 7.2971
H -15.4568 11.3673 8.2099
H -15.0907 12.7820 8.9954
H -13.6756 10.6053 9.4139
H -12.8986 12.2082 9.1767
H -12.1449 9.9345 7.8151
H -11.7665 11.5163 7.2724
H -14.9635 9.3068 7.1527
H -13.4980 8.5302 6.3694
H -14.8515 9.1536 5.4874
H -11.4362 9.6853 5.5745
H -11.5240 11.2280 5.0542
H -12.4362 10.0642 4.1022
H -13.3569 14.3140 5.7715
H -12.6035 13.5858 7.1907
H -13.8146 14.7619 7.4698
C -19.6507 12.0049 6.1929
C -20.0386 10.5346 6.5236
C -20.9219 10.0744 5.3069
C -21.1210 8.5960 5.3026
C -19.7670 7.8336 5.2806
C -18.9085 8.0800 6.5154
N -18.8401 9.6543 6.6869
O -17.9279 10.0634 7.5022
C -17.4668 7.5349 6.2957
C -19.5830 7.4364 7.7295
C -20.9326 10.4030 7.8041
H -19.0380 12.1126 5.3000
H -19.3038 12.6207 7.0219
H -20.5745 12.5036 5.8941
H -20.4851 10.4119 4.3655
H -21.8643 10.6059 5.4385
H -21.7039 8.3220 4.4224
H -21.7890 8.3589 6.1313
H -19.4336 8.0857 4.2736
H -20.0226 6.7735 5.2976
H -17.0607 7.7792 5.3146
H -17.4540 6.4481 6.3755
H -16.7647 7.8996 7.0444
H -19.3049 7.9131 8.6715
H -19.3042 6.3854 7.7730
H -20.6594 7.5776 7.8172
H -21.7030 11.1728 7.8437
H -20.3921 10.4143 8.7497
H -21.4924 9.4729 7.7252
C -17.0341 12.6915 -0.0049
C -17.2545 12.1553 1.4805
C -18.6626 11.5685 1.6645
C -18.8102 10.2077 0.9979
C -17.7739 9.2933 1.6246
C -16.3225 9.6595 1.3050
N -16.1563 11.1246 1.7368
O -14.9784 11.6748 1.4899
C -16.0189 9.3204 -0.1712
C -15.5545 8.7847 2.3319
C -17.1355 13.2211 2.5638
H -17.7800 13.4481 -0.2432
H -17.1763 11.8902 -0.7327
H -16.0349 12.9631 -0.3447
H -19.4021 12.2813 1.3026
H -18.7586 11.3071 2.7196
H -18.6984 10.2956 -0.0843
H -19.8592 9.9261 1.0975
H -17.9927 8.3207 1.1806
H -17.9930 9.1726 2.6861
H -16.1884 8.2717 -0.4166
H -14.9906 9.4786 -0.4952
H -16.7235 9.8560 -0.8059
H -16.1307 7.8829 2.5381
H -15.6016 9.2595 3.3131
H -14.5418 8.5535 2.0052
H -17.8351 14.0300 2.3484
H -16.1213 13.6186 2.5510
H -17.4737 12.9027 3.5478
```

Output
- M: 485.8 g/mol
- Net charge: +2
- Electronic energy: -1526.032653 Eh

Here are the Löwdin charges for atoms 1 to 6, given in e: number 1, O, carries -0.302; number 2, H, carries -0.131; number 3, C, carries -0.042; number 4, C, carries -0.401; number 5, C, carries -0.126; number 6, C, carries -0.153